Run one
A 2-piece molecular cluster, C10H17N2 overall. Source: the OMol25 dataset; level of theory: wB97M-V/def2-TZVPD.

Last column: Löwdin charge in e.
Geometry (Å):
C -2.74 -1.82 1.42  -0.02
C -1.46 -2.35 1.59  -0.05
C -2.91 -0.80 0.48  -0.03
C -0.47 -2.09 0.71  -0.02
C -1.82 -0.41 -0.30  -0.04
C -0.62 -1.05 -0.21  -0.18
C -0.13 1.55 1.89  0.00
C 0.49 0.81 -1.55  -0.17
C 2.54 1.67 -0.87  -0.13
C 0.53 -0.55 -0.98  -0.17
N 1.64 -1.15 -1.24  0.25
N 1.82 1.19 -1.97  -0.13
H -3.49 -2.16 2.07  0.10
H -1.44 -3.17 2.33  0.13
H -3.97 -0.63 0.27  0.13
H 0.51 -2.49 0.75  0.11
H -1.95 0.48 -0.99  0.14
H -0.20 0.58 2.42  0.05
H -1.06 1.56 1.31  0.02
H -0.05 2.33 2.53  -0.02
H -0.32 0.84 -2.31  0.17
H 0.74 1.56 1.12  0.03
H 0.07 1.48 -0.86  0.10
H 2.53 1.00 -0.05  0.08
H 3.59 1.83 -1.15  0.11
H 2.30 2.67 -0.58  0.09
H 2.18 -0.55 -1.91  0.13
H 1.98 -2.11 -1.12  0.18
H 1.71 1.79 -2.80  0.16

## Properties
- frontier orbital gap (Eh) = 0.3308
- charge = +1



Run two
An isolated ion of composition C10H17N2 and charge +1. Source: the OMol25 dataset; level of theory: wB97M-V/def2-TZVPD.

Last column: Löwdin charge in e.
Geometry (Å):
C 0.39 -0.48 1.18  0.21
C 2.91 -0.05 -0.79  -0.03
C 1.67 0.49 -0.87  -0.30
C -0.72 0.48 0.47  -0.17
C -1.70 -0.35 -0.14  0.03
C 1.22 1.43 -1.98  -0.05
C 3.67 -0.53 1.68  -0.10
C -3.91 -1.06 -0.47  -0.01
C -3.54 0.97 0.85  0.02
C 3.36 -1.09 0.26  -0.24
N 0.68 0.16 0.08  -0.04
N -3.00 -0.12 0.06  -0.17
H 3.67 0.25 -1.51  0.13
H -0.79 1.41 1.05  0.14
H -1.44 -1.35 -0.50  0.17
H 0.72 0.72 -2.85  0.13
H 2.09 1.86 -2.51  0.08
H 0.48 2.29 -1.67  0.11
H 3.88 0.55 1.61  0.08
H 4.50 -1.11 2.25  0.11
H 2.77 -0.71 2.25  0.03
H -4.27 -1.45 0.42  0.10
H -4.76 -0.66 -0.88  0.09
H -3.48 -1.80 -1.12  0.12
H -3.30 0.84 2.02  0.18
H -3.21 1.92 0.49  0.10
H -4.55 0.81 0.69  0.07
H 2.44 -1.80 0.21  0.12
H 4.22 -1.61 -0.27  0.12

## Properties
- frontier orbital gap (Eh) = 0.2992
- charge = +1



Least stable structure: run two



Run one
A 2-piece molecular cluster, C4H10NO3 overall. Source: the OMol25 dataset; level of theory: wB97M-V/def2-TZVPD.

Last column: Löwdin spin population.
Geometry (Å):
O 0.39 -1.33 2.84  0.00
C -0.01 -0.77 1.85  0.00
C 0.83 -0.75 0.58  0.01
C 1.27 0.67 0.27  0.01
N -0.07 -1.44 -0.40  0.23
C -1.12 -0.64 -1.15  0.03
O -0.52 0.31 -1.87  0.69
H -0.91 -0.12 1.87  0.00
H 1.68 -1.38 0.72  0.00
H 0.47 1.41 0.39  0.00
H 1.74 0.79 -0.70  0.00
H 2.04 0.97 0.99  0.00
H 0.51 -1.89 -1.11  0.00
H -1.59 -1.43 -1.75  0.00
H -1.75 -0.26 -0.34  0.01
H -1.44 2.98 -1.59  0.00
H -0.34 1.95 -1.37  0.00
O -0.49 2.90 -1.43  0.01

## Properties
- <S²> = 0.758
- frontier orbital gap (spin up / spin down) (Eh) = 0.3937 / 0.2670
- spin multiplicity = 2
- charge = 0



Run two
A 2-piece molecular cluster, C4H10NO3 overall. Source: the OMol25 dataset; level of theory: wB97M-V/def2-TZVPD.

Last column: Löwdin spin population.
Geometry (Å):
C -1.38 -0.82 1.35  0.10
O -0.41 -1.38 1.97  0.63
C -0.88 -0.74 -0.35  0.20
C -0.46 0.67 -0.65  0.02
C 0.13 0.64 -1.97  0.01
N 1.50 0.96 -2.09  0.00
O -0.45 0.19 -2.86  0.01
H -2.29 -1.41 1.26  0.02
H -1.73 0.22 1.66  0.01
H -0.06 -1.56 -0.46  0.00
H -1.55 -1.37 -0.98  0.01
H -1.43 1.25 -0.44  0.00
H 0.26 0.86 0.13  0.00
H 1.92 1.08 -2.98  0.00
H 2.04 0.86 -1.33  0.00
H 2.17 0.33 3.05  0.00
H 0.96 -0.25 2.48  0.00
O 1.67 0.50 2.21  0.00

## Properties
- <S²> = 0.759
- frontier orbital gap (spin up / spin down) (Eh) = 0.3989 / 0.2964
- spin multiplicity = 2
- charge = 0



Least stable structure: run two



Run one
The molecule C15H22N2O4. Source: the OMol25 dataset; level of theory: wB97M-V/def2-TZVPD.

Last column: Löwdin charge in e.
Geometry (Å):
C 3.07 -0.95 2.22  -0.08
C 3.21 -2.29 1.49  -0.40
C 4.35 -2.26 0.41  -0.07
C 1.94 -3.03 1.03  -0.12
C 1.38 -2.43 -0.29  -0.19
N 1.03 -1.01 -0.18  0.11
C 0.02 -0.61 0.64  -0.42
O -0.39 -1.31 1.57  0.05
C -0.54 0.82 0.34  -0.30
N 0.38 1.54 -0.53  0.07
C -1.87 0.59 -0.30  -0.12
C -2.64 1.86 -0.61  -0.23
C -3.23 2.59 0.41  -0.03
C -3.89 3.81 0.15  -0.01
C -3.90 4.29 -1.15  -0.34
O -4.55 5.49 -1.30  0.03
C -3.33 3.61 -2.22  -0.01
C -2.63 2.41 -1.91  -0.04
C 0.17 -3.22 -0.86  -0.44
O -0.89 -2.74 -1.23  0.10
O 0.41 -4.53 -0.69  0.11
H 2.27 -1.00 2.97  0.08
H 4.00 -0.73 2.74  0.07
H 2.87 -0.10 1.55  0.06
H 3.57 -2.96 2.29  0.13
H 5.25 -1.93 0.90  0.06
H 4.10 -1.49 -0.36  0.08
H 4.56 -3.22 -0.07  0.08
H 2.23 -4.08 0.91  0.12
H 1.16 -2.95 1.77  0.11
H 2.18 -2.51 -1.03  0.14
H 1.17 -0.45 -1.01  0.13
H -0.68 1.24 1.33  0.14
H 1.12 2.00 0.00  0.09
H -0.07 2.16 -1.16  0.06
H -2.48 -0.08 0.34  0.14
H -1.68 0.06 -1.25  0.13
H -3.17 2.24 1.45  0.12
H -4.36 4.40 0.91  0.11
H -4.33 5.83 -2.19  0.11
H -3.49 4.00 -3.23  0.11
H -2.03 1.95 -2.68  0.11
H -0.31 -4.98 -1.15  0.13

## Properties
- SMILES = CC(C)C[C@H](NC(=O)[C@@H](N)Cc1ccc(O)cc1)C(=O)O
- frontier orbital gap (Eh) = 0.3396
- charge = 0



Run two
The molecule C15H22N2O4. Source: the OMol25 dataset; level of theory: wB97M-V/def2-TZVPD.

Last column: Löwdin charge in e.
Geometry (Å):
O -2.39 0.63 -2.43  0.14
C -2.66 0.39 -1.28  -0.37
C -1.76 0.92 -0.16  -0.21
C -1.99 2.41 0.08  -0.19
O -3.35 2.58 0.46  -0.05
N -0.40 0.70 -0.59  0.12
C 0.63 0.64 0.29  -0.45
O 0.46 0.80 1.49  0.07
C 1.97 0.31 -0.29  -0.19
C 2.53 -1.11 0.00  -0.04
C 3.89 -0.46 0.22  -0.41
C 3.22 0.90 0.42  -0.05
C 5.11 -0.83 -0.54  0.02
C 5.00 -1.18 0.95  -0.26
C 5.73 -0.29 1.97  -0.11
C 4.85 -1.39 2.45  -0.07
N -3.62 -0.56 -0.86  -0.01
C -4.91 0.05 -0.43  -0.14
C -5.82 -1.15 -0.52  -0.14
C -5.35 -1.77 -1.83  -0.17
O -4.00 -1.33 -2.01  -0.09
H -1.95 0.36 0.76  0.16
H -1.31 2.74 0.86  0.12
H -1.78 2.94 -0.86  0.13
H -3.50 3.51 0.67  0.09
H -0.24 0.58 -1.58  0.14
H 2.01 0.52 -1.37  0.14
H 2.12 -1.47 0.94  0.12
H 2.42 -1.87 -0.77  0.12
H 3.66 1.80 0.00  0.12
H 2.96 1.05 1.47  0.12
H 5.19 -1.62 -1.28  0.10
H 5.79 0.00 -0.69  0.11
H 6.79 -0.52 1.98  0.10
H 5.46 0.75 2.07  0.10
H 3.88 -1.06 2.80  0.10
H 5.19 -2.31 2.90  0.09
H -4.81 0.47 0.56  0.12
H -5.19 0.84 -1.13  0.14
H -5.65 -1.82 0.32  0.12
H -6.88 -0.87 -0.55  0.12
H -5.36 -2.86 -1.81  0.12
H -5.93 -1.42 -2.68  0.12

## Properties
- SMILES = O=C([C@H](CO)NC(=O)[C@H]1C[C@@]2(C1)C[C@]21CC1)N1CCCO1
- frontier orbital gap (Eh) = 0.3518
- charge = 0



Run three
The molecule C15H22N2O4. Source: the OMol25 dataset; level of theory: wB97M-V/def2-TZVPD.

Last column: Löwdin charge in e.
Geometry (Å):
O 1.30 -0.36 -2.38  0.14
C 0.12 -0.17 -2.44  -0.36
C -0.63 0.50 -1.28  -0.21
C -0.48 2.02 -1.33  -0.19
O -1.05 2.47 -2.56  -0.05
N -0.04 0.00 -0.06  0.12
C -0.70 0.04 1.12  -0.45
O -1.81 0.54 1.22  0.07
C 0.00 -0.62 2.28  -0.19
C -0.58 -1.99 2.74  -0.04
C -0.39 -1.51 4.18  -0.39
C -0.29 -0.07 3.69  -0.05
C 0.42 -2.28 5.17  0.02
C -1.08 -2.12 5.35  -0.30
C -1.71 -1.16 6.33  -0.10
C -2.56 -2.10 5.55  -0.06
N -0.74 -0.73 -3.44  -0.02
C -0.87 0.14 -4.63  -0.14
C -1.32 -0.86 -5.67  -0.14
C -0.41 -2.04 -5.34  -0.17
O -0.03 -1.88 -3.97  -0.09
H -1.68 0.24 -1.32  0.16
H -1.00 2.44 -0.47  0.12
H 0.59 2.27 -1.28  0.13
H -1.08 3.43 -2.55  0.09
H 0.88 -0.41 -0.13  0.14
H 1.08 -0.71 2.11  0.15
H -1.65 -2.03 2.50  0.12
H -0.08 -2.90 2.41  0.12
H 0.45 0.60 4.13  0.12
H -1.28 0.41 3.70  0.12
H 0.86 -3.24 4.94  0.10
H 0.97 -1.70 5.90  0.11
H -1.58 -1.46 7.37  0.10
H -1.66 -0.10 6.14  0.10
H -3.08 -1.69 4.68  0.10
H -3.09 -2.93 6.01  0.10
H -1.59 0.93 -4.42  0.12
H 0.10 0.58 -4.88  0.14
H -2.37 -1.11 -5.51  0.12
H -1.19 -0.50 -6.69  0.12
H -0.91 -3.00 -5.46  0.12
H 0.50 -2.03 -5.93  0.12

## Properties
- SMILES = O=C([C@H](CO)NC(=O)[C@H]1C[C@@]2(C1)C[C@]21CC1)N1CCCO1
- frontier orbital gap (Eh) = 0.3545
- charge = 0



Least stable structure: run two



Run one
A 9-piece molecular cluster, H19O9 overall. Source: the OMol25 dataset; level of theory: wB97M-V/def2-TZVPD.

Last column: Löwdin charge in e.
Geometry (Å):
O 42.01 8.98 44.10  0.13
H 41.10 8.55 43.93  0.11
H 41.81 9.81 44.73  0.18
H 42.25 9.09 43.13  0.09
O 42.35 9.20 41.48  -0.02
H 41.62 9.42 40.89  0.09
H 42.50 8.41 40.93  0.11
O 42.57 6.47 45.57  -0.01
H 41.88 5.96 45.13  0.05
H 43.43 6.43 45.27  0.01
O 44.58 10.02 46.13  0.05
H 43.85 9.56 46.44  0.02
H 44.58 10.76 46.64  0.02
O 44.80 10.85 41.07  -0.10
H 45.40 10.31 41.72  0.07
H 43.93 10.54 41.34  -0.03
O 39.70 8.14 42.60  -0.06
H 39.43 8.55 41.73  0.10
H 39.02 7.63 43.06  0.06
O 40.84 11.38 44.41  -0.06
H 40.26 11.62 43.68  0.06
H 40.23 11.61 45.20  0.12
O 39.83 8.20 46.04  -0.02
H 40.55 7.76 46.22  -0.08
H 39.09 7.58 45.64  0.13
O 45.00 9.09 43.60  -0.04
H 45.07 9.60 44.31  -0.10
H 46.03 9.13 43.44  0.14

## Properties
- frontier orbital gap (Eh) = 0.3570
- charge = +1



Run two
A 9-piece molecular cluster, H19O9 overall. Source: the OMol25 dataset; level of theory: wB97M-V/def2-TZVPD.

Last column: Löwdin charge in e.
Geometry (Å):
O -0.47 -0.02 0.20  0.21
H -0.04 -0.38 -0.69  0.19
H -1.22 0.39 -0.07  0.02
H 0.08 0.63 0.76  0.13
O -2.39 -1.74 1.48  -0.07
H -2.96 -1.90 2.24  0.05
H -2.86 -1.65 0.64  0.04
O 0.11 1.82 2.49  -0.02
H 0.25 1.18 3.25  0.11
H -0.77 1.84 2.74  0.01
O 1.90 -1.07 0.75  -0.04
H 1.72 -1.81 1.32  0.05
H 2.70 -0.60 1.08  0.08
O 3.32 1.37 -0.88  -0.08
H 3.53 0.88 -1.66  0.02
H 2.37 1.52 -0.61  0.00
O 0.89 -1.66 -2.18  -0.09
H 1.68 -1.96 -1.75  0.04
H 1.00 -1.92 -3.20  0.17
O -1.26 -3.34 -1.33  -0.14
H -0.44 -2.73 -1.63  0.04
H -0.97 -3.56 -0.41  0.04
O -2.56 2.02 -0.17  -0.11
H -2.17 2.89 0.06  0.06
H -3.59 2.12 -0.42  0.15
O 0.81 2.21 -0.59  0.02
H 0.68 2.81 0.04  0.00
H 0.65 2.65 -1.44  0.12

## Properties
- frontier orbital gap (Eh) = 0.3802
- charge = +1



Least stable structure: run one



Run one
A 2-piece molecular cluster, CH3F2PS overall. Source: the OMol25 dataset; level of theory: wB97M-V/def2-TZVPD.

Last column: Löwdin charge in e.
Geometry (Å):
C -0.49 0.05 -0.64  -0.73
F -0.06 -0.41 -1.89  -0.05
F -0.69 1.38 -0.64  -0.02
P 1.61 -0.72 1.05  0.71
S -2.06 -0.82 -0.12  0.76
H 2.54 -0.22 0.18  -0.23
H 1.72 0.51 1.68  -0.23
H -2.57 0.23 0.38  -0.20

## Properties
- frontier orbital gap (spin up / spin down) (Eh) = 0.2901 / 0.2887
- charge = 0



Run two
The molecule CH3F2PS. Source: the OMol25 dataset; level of theory: wB97M-V/def2-TZVPD.

Last column: Löwdin charge in e.
Geometry (Å):
C -1.14 -0.47 0.26  -0.49
S -0.34 0.13 -1.27  0.50
P 1.07 1.17 -0.11  0.59
F 2.31 1.35 -1.15  -0.34
F 1.67 -0.14 0.67  -0.35
H -2.21 -0.66 0.08  0.03
H -0.77 0.06 1.20  0.03
H -0.59 -1.45 0.31  0.02

## Properties
- SMILES = CSP(F)F
- frontier orbital gap (Eh) = 0.3649
- charge = 0



Least stable structure: run one



Run one
The molecule C5H4N2O. Source: the OMol25 dataset; level of theory: wB97M-V/def2-TZVPD.

Last column: Löwdin charge in e.
Geometry (Å):
H 1.69 2.46 -0.10  0.11
N 0.74 1.99 0.22  0.14
C 0.64 0.74 -0.13  -0.34
N 2.04 0.05 -0.20  0.10
C 1.66 -1.21 0.03  -0.16
C 0.22 -1.49 0.16  -0.01
C -0.45 -0.30 0.02  -0.09
C -1.88 0.41 0.00  -0.18
O -2.81 -0.31 -0.06  0.07
H 2.33 -2.01 0.02  0.08
H -0.11 -2.64 0.09  0.16
H -2.01 1.47 -0.26  0.12

## Properties
- SMILES = [H]/N=C1\N=CC=C1C=O
- frontier orbital gap (Eh) = 0.3108
- charge = 0



Run two
The molecule C5H4N2O. Source: the OMol25 dataset; level of theory: wB97M-V/def2-TZVPD.

Last column: Löwdin charge in e.
Geometry (Å):
C -2.19 1.97 -0.20  0.16
C -1.53 0.98 -0.17  -0.18
C -0.35 -1.32 -0.23  -0.08
C 1.09 -1.35 -0.13  -0.17
C -0.85 -0.13 -0.11  -0.01
N 1.73 -0.22 -0.14  -0.03
N 1.14 0.85 -0.13  -0.09
O 1.88 1.93 0.43  -0.06
H -2.62 2.94 -0.09  0.05
H -0.91 -2.35 -0.17  0.17
H 1.53 -2.28 -0.32  0.08
H 2.28 1.51 1.33  0.16

## Properties
- frontier orbital gap (Eh) = 0.2460
- charge = 0



Run three
The molecule C5H4N2O. Source: the OMol25 dataset; level of theory: wB97M-V/def2-TZVPD.

Last column: Löwdin charge in e.
Geometry (Å):
O -2.52 0.07 0.50  0.01
C -1.33 0.06 -0.02  -0.37
C -0.41 1.23 -0.13  0.03
C 0.99 1.31 -0.22  -0.06
N 1.66 0.25 0.31  0.10
C 1.29 -0.93 0.41  -0.26
N 0.36 -1.73 -0.15  0.15
C -0.82 -1.21 -0.37  -0.04
H -1.17 2.06 0.14  0.14
H 1.54 2.13 -0.51  0.08
H 1.95 -1.51 0.96  0.10
H -1.55 -1.73 -0.91  0.11

## Properties
- SMILES = O=c1ccncnc1
- frontier orbital gap (Eh) = 0.3129
- charge = 0



Least stable structure: run two